1.
Density functional theory data (ωB97M-V/def2-TZVPD) for 3 unconnected molecules or ions with the total composition C41H51BCl2IN4O10.

The geometry in XYZ format:
```
110
Properties=species:S:1:pos:R:3:forces:R:3:lowdin_charge:R:1
C -1.45210 -0.98937 3.56626 1.02 -0.82 -0.20 0.156
C -0.63600 -0.76524 2.67698 -0.50 0.71 0.00 -0.169
N 0.20479 -0.25322 1.64683 -1.81 -1.52 0.71 0.005
C -0.51064 -0.32181 0.35591 0.78 0.91 1.39 -0.275
N -0.54830 -1.41403 -0.34603 -0.44 1.35 0.00 -0.356
I 0.35069 -3.18012 0.28721 -0.34 0.59 -0.05 1.125
C -1.25113 -1.44339 -1.67290 -0.26 -1.49 -1.43 -0.188
C -0.23666 -1.90817 -2.83895 0.38 0.70 0.55 -0.169
C 1.16128 -1.18240 -2.62164 0.25 0.00 -0.30 -0.205
C 1.99603 -0.94984 -3.94786 -0.67 1.34 0.31 -0.200
N 2.13071 -2.15181 -4.80442 1.18 1.25 1.18 -0.135
C 2.38166 -1.79587 -6.23088 0.06 -1.50 -1.13 -0.063
C 3.11066 -3.10175 -4.29963 -0.17 -2.04 -0.57 -0.428
C 4.36019 -2.75298 -3.39886 0.36 0.02 -0.15 0.002
O 2.97602 -4.27771 -4.63788 0.35 1.98 0.49 0.057
N -1.10523 0.97395 0.06873 1.54 -2.30 0.52 0.061
C -2.51785 0.87839 0.54348 -1.23 -0.10 1.20 -0.162
O -3.41873 1.71225 -0.17082 0.57 -1.23 -0.56 -0.073
C -3.93769 1.06710 -1.32008 -1.03 -1.27 -2.98 -0.187
C -3.48375 1.52966 -2.67692 -1.59 -1.68 0.31 0.036
C -3.99298 0.90164 -3.94873 -0.15 -0.51 2.41 -0.222
C -3.47394 1.50633 -5.31710 -1.04 0.06 0.89 -0.071
C -4.94569 -0.24642 -3.84196 1.44 1.78 2.43 -0.027
C -5.38300 -0.68594 -2.48397 1.29 1.51 -0.45 -0.011
C -4.92669 -0.04951 -1.19302 0.58 0.31 -2.51 -0.106
C -5.52741 -0.63040 0.14086 -0.30 -0.39 0.11 -0.338
C -4.75558 -1.95970 0.65772 -1.19 0.31 0.01 -0.063
C -5.73239 0.44375 1.30403 0.61 0.74 -1.05 -0.072
C -0.20518 1.89970 0.80032 -1.00 2.52 0.90 -0.230
C 0.38292 3.06841 -0.08936 -0.98 0.56 -1.08 -0.527
Cl 0.98065 2.46584 -1.73166 0.63 -0.41 1.90 0.611
C -0.78860 4.18488 -0.40522 1.09 0.65 0.05 -0.626
C -0.34641 5.62882 0.16457 -0.40 -1.18 -0.79 -0.120
Cl -0.94948 4.44316 -2.23200 -0.91 0.19 1.32 0.537
C 0.78260 1.11774 1.82813 -1.06 0.88 -1.92 -0.187
C 0.55132 1.89894 3.18817 0.81 -0.09 0.52 -0.093
C 1.63193 1.61509 4.32417 -1.48 0.07 1.30 -0.060
C 1.96373 0.09865 4.56666 2.46 -0.98 -0.69 -0.435
O 3.04476 -0.32180 4.14534 -1.95 0.71 0.36 0.078
O 1.15485 -0.79794 5.24982 0.45 1.45 -0.90 0.060
B 2.31257 1.07558 1.22851 1.66 0.33 0.16 -0.542
O 3.29396 2.01906 1.69253 -1.75 -0.58 -1.10 0.116
O 2.75172 0.12311 0.29509 -0.11 0.92 2.10 0.131
H -1.96145 -1.46774 4.45041 0.63 0.92 -1.56 0.065
H -1.75442 -0.45801 -1.92685 0.81 -1.08 0.66 0.122
H -2.02446 -2.26938 -1.59619 0.60 1.20 0.05 0.122
H -0.13701 -3.03928 -2.86541 -0.18 1.46 -0.05 0.103
H -0.68100 -1.53724 -3.81437 0.43 -0.62 1.12 0.128
H 1.84926 -1.71276 -1.88634 -1.07 0.47 -0.74 0.071
H 0.93694 -0.16274 -2.17703 0.48 -1.10 -0.55 0.054
H 2.97466 -0.46232 -3.64999 -0.98 -0.59 -0.41 0.097
H 1.43699 -0.15913 -4.55397 0.67 -1.08 0.69 0.127
H 3.49645 -1.74574 -6.46677 -1.36 0.32 0.25 0.102
H 1.83702 -0.86567 -6.55431 0.70 -0.89 0.67 0.091
H 1.96275 -2.65296 -6.85513 0.62 1.13 0.67 0.100
H 4.65134 -1.66375 -3.38535 -0.56 -1.25 0.14 0.041
H 4.24492 -3.17067 -2.34541 -0.10 0.66 -1.34 0.094
H 5.23848 -3.32555 -3.84569 -1.27 0.64 0.46 0.101
H -2.84630 -0.20863 0.51231 0.41 1.32 -0.22 0.122
H -2.58942 1.17724 1.64472 0.24 -0.13 -1.44 0.153
H -2.75317 2.39529 -2.74153 -1.02 -1.21 0.18 0.075
H -3.74450 2.61289 -5.30507 0.58 -1.35 -0.09 0.090
H -2.35516 1.37944 -5.43247 -1.38 0.10 0.03 0.082
H -4.06261 1.05003 -6.16445 0.93 0.36 0.81 0.078
H -5.29292 -0.73050 -4.79204 0.22 0.42 1.26 0.104
H -6.11576 -1.54941 -2.44368 0.97 1.23 0.14 0.112
H -6.57427 -1.00076 -0.12079 1.37 0.64 0.15 0.132
H -4.81146 -1.95102 1.78924 0.49 -0.09 -1.26 0.082
H -3.70385 -2.02902 0.25298 -1.11 -0.05 0.62 0.049
H -5.36478 -2.86564 0.33363 1.09 1.04 0.23 0.086
H -4.81445 0.52966 1.97577 -1.36 -0.33 -0.64 0.071
H -5.81718 1.45962 0.79093 -0.14 -1.23 0.86 0.090
H -6.67939 0.24751 1.88057 1.21 0.09 -0.45 0.088
H -0.88221 2.47606 1.51826 0.62 -0.63 -0.96 0.144
H 1.20954 3.66478 0.41952 -0.87 -1.16 -0.67 0.106
H -1.78245 3.85242 0.00591 1.03 0.26 -0.66 0.096
H 0.27433 5.48560 1.09877 -0.84 0.42 -0.89 0.075
H -1.29894 6.20431 0.34151 1.28 -0.36 -0.03 0.088
H 0.26448 6.10658 -0.66818 -0.70 -0.42 1.38 0.077
H -0.48996 1.78145 3.62220 1.13 -0.22 -0.84 0.134
H 0.64321 3.00957 2.93476 -0.03 -1.42 0.26 0.138
H 2.56906 2.20240 4.12775 -0.78 -1.21 0.13 0.127
H 1.19450 2.02732 5.29530 0.50 -0.50 -1.21 0.139
H 1.58135 -1.67520 5.09954 -0.17 0.82 0.22 0.140
H 2.93483 2.92591 1.67404 0.36 -0.54 0.37 0.100
H 3.73063 0.09395 0.40826 -0.78 0.05 -0.56 0.133
C 8.59617 0.84290 -4.30726 -0.18 -0.10 -0.18 0.032
C 7.31462 0.53029 -4.49474 0.16 -0.01 -0.08 0.026
C 6.31105 0.73547 -3.42807 -0.13 0.02 -0.07 -0.373
O 5.13940 0.44780 -3.59844 0.20 0.13 0.06 0.059
C 6.78302 1.30235 -2.14582 0.12 0.05 0.12 0.022
C 8.06395 1.61535 -1.95700 -0.25 0.00 0.15 0.030
C 9.06961 1.41028 -3.02433 0.38 0.09 0.01 -0.381
O 10.23572 1.69672 -2.85419 -0.23 -0.05 -0.01 0.125
H 9.34451 0.69886 -5.07633 0.02 0.02 0.04 0.128
H 6.95136 0.11528 -5.42671 -0.03 0.01 0.02 0.124
H 6.03386 1.44628 -1.37711 -0.03 0.01 -0.03 0.115
H 8.42643 2.03037 -1.02481 0.04 0.00 -0.03 0.126
C -3.77435 -3.81532 7.80893 0.00 -0.14 0.15 0.021
C -3.14958 -4.09754 8.95151 -0.17 -0.08 -0.19 0.029
C -2.15325 -3.16894 9.53145 0.13 -0.13 0.34 -0.383
O -1.58208 -3.42519 10.57036 -0.08 0.07 -0.20 0.122
C -1.87951 -1.91439 8.79357 0.01 0.22 -0.21 0.028
C -2.50458 -1.63315 7.65145 0.15 0.03 0.12 0.010
C -3.50052 -2.56212 7.07221 -0.17 0.01 -0.14 -0.392
O -4.07367 -2.30469 6.02894 0.25 0.01 0.04 0.080
H -4.50511 -4.48288 7.36999 -0.01 0.04 -0.02 0.124
H -3.33862 -5.00960 9.50363 0.03 0.03 0.03 0.127
H -1.14884 -1.24642 9.23222 0.00 -0.04 0.04 0.125
H -2.31570 -0.72057 7.09905 -0.03 0.01 0.00 0.115
```
Forces are in eV/Å.

HOMO level = -10.862 eV
Net charge = +1

2.
Density functional theory data (ωB97M-V/def2-TZVPD) for a molecular structure, C41H51BeBrNO4Se.

The geometry in XYZ format:
```
100
Properties=species:S:1:pos:R:3:forces:R:3:lowdin_charge:R:1
Be 1.80774 -0.12353 0.66189 0.04 -0.06 0.00 -0.007
C -2.70831 0.28917 -5.13378 0.00 0.01 0.00 -0.052
C -1.36113 -0.32519 -5.53965 0.00 -0.01 0.01 -0.562
C -0.69651 0.57443 -6.59063 0.00 0.01 -0.01 -0.055
C -1.63377 -1.68532 -6.18250 0.00 -0.02 -0.01 -0.075
C -0.46279 -0.43713 -4.30838 0.00 -0.01 0.00 -0.186
C -0.11655 0.70152 -3.59709 -0.01 0.03 -0.01 -0.090
C 0.66416 0.63350 -2.45348 -0.03 -0.01 -0.02 -0.416
Se 1.23611 2.27651 -1.65695 0.04 0.03 0.00 1.122
C -0.04823 2.50011 -0.25302 -0.05 0.00 0.00 -0.417
C -1.19837 3.22555 -0.52051 0.01 0.00 -0.04 -0.085
C -2.10194 3.54291 0.48215 -0.01 0.00 0.04 -0.184
C -1.76076 3.15734 1.77683 0.01 -0.02 -0.02 0.019
C -0.61778 2.43106 2.09466 -0.01 0.03 -0.02 -0.087
C 0.23771 2.01988 1.03901 0.10 0.00 0.05 -0.354
O 1.29504 1.26756 1.26176 -0.07 -0.02 -0.09 -0.131
C -0.27682 2.10144 3.55245 -0.01 0.02 0.01 -0.522
C -0.35539 0.59150 3.79837 -0.01 -0.03 0.00 -0.033
C 1.13742 2.60742 3.87451 0.04 0.01 0.03 -0.043
C -1.23019 2.77802 4.54441 0.00 0.01 -0.03 -0.078
C -3.38573 4.29912 0.14215 0.00 -0.01 0.00 -0.561
C -4.24393 4.56830 1.37848 -0.01 0.01 0.01 -0.074
C -3.04240 5.64860 -0.50325 0.00 0.01 -0.01 -0.055
C -4.21756 3.46750 -0.84462 0.00 0.00 -0.01 -0.051
C 1.11929 -0.59761 -1.94140 0.04 -0.04 0.03 -0.346
O 1.81227 -0.66681 -0.82884 -0.02 0.11 -0.01 -0.118
C 0.84882 -1.76297 -2.70865 -0.01 0.02 -0.01 -0.082
C 0.05944 -1.64355 -3.84754 0.01 0.00 0.00 0.019
C 1.42826 -3.12057 -2.29542 0.02 -0.02 -0.02 -0.521
C 1.12268 -4.22363 -3.31471 -0.01 0.02 0.00 -0.078
C 2.95815 -3.02130 -2.18585 0.03 -0.01 0.00 -0.039
C 0.84433 -3.56251 -0.95034 -0.01 -0.03 0.02 -0.039
H -3.36545 0.38522 -6.00325 0.00 0.00 0.00 0.078
H -2.57524 1.28008 -4.69753 0.00 0.00 0.00 0.074
H -3.20592 -0.33602 -4.38986 0.00 0.00 0.00 0.089
H -1.33711 0.67313 -7.47211 0.00 0.00 0.00 0.078
H 0.26110 0.15392 -6.90443 0.00 0.00 0.00 0.087
H -0.50835 1.57377 -6.19625 0.00 0.00 0.00 0.075
H -2.28899 -1.55639 -7.04752 0.00 0.00 0.00 0.079
H -2.12667 -2.36644 -5.48603 0.00 0.01 0.00 0.086
H -0.71214 -2.15858 -6.52778 0.00 0.00 0.00 0.084
H -0.44696 1.68042 -3.92596 0.00 0.00 0.00 0.091
H -1.37026 3.54569 -1.54214 0.00 0.00 0.00 0.093
H -2.42161 3.43808 2.58181 -0.01 0.00 0.03 0.079
H 0.31036 0.04644 3.13502 0.02 0.01 0.00 0.059
H -1.37383 0.23175 3.63123 -0.01 0.00 0.00 0.085
H -0.08398 0.36942 4.83585 0.01 -0.01 -0.01 0.089
H 1.87042 2.14782 3.21510 -0.04 0.02 0.03 0.057
H 1.39137 2.36539 4.91078 0.00 0.00 0.01 0.081
H 1.19098 3.69266 3.75350 0.00 0.01 0.00 0.088
H -2.25586 2.41884 4.43550 0.00 0.00 0.00 0.081
H -1.23005 3.86569 4.43823 0.00 0.00 -0.01 0.084
H -0.90573 2.53963 5.56005 0.00 0.00 0.00 0.080
H -3.71745 5.18926 2.10649 0.00 0.00 0.00 0.084
H -4.53928 3.64019 1.87164 0.00 0.00 -0.01 0.085
H -5.15397 5.09647 1.08325 0.00 0.00 0.00 0.079
H -2.45666 6.26362 0.18303 0.00 0.00 0.00 0.087
H -3.95496 6.19310 -0.76353 0.00 0.00 0.00 0.078
H -2.45747 5.51572 -1.41406 0.00 0.00 0.00 0.075
H -4.48242 2.50408 -0.40468 0.00 0.00 0.00 0.089
H -3.66143 3.26995 -1.76212 0.00 0.00 0.00 0.075
H -5.13907 3.99381 -1.11110 0.00 0.00 0.00 0.078
H -0.16104 -2.54059 -4.40491 0.00 -0.02 0.00 0.079
H 1.51917 -3.98948 -4.30580 0.00 0.01 0.00 0.083
H 0.05026 -4.41053 -3.40541 0.00 0.00 0.00 0.081
H 1.59051 -5.15097 -2.97657 0.00 0.00 0.00 0.080
H 3.39225 -2.74395 -3.15038 0.00 0.00 0.00 0.088
H 3.37161 -3.98901 -1.88787 0.00 0.00 0.00 0.083
H 3.24351 -2.27911 -1.44396 0.00 -0.02 -0.02 0.063
H 1.06001 -2.82728 -0.18301 0.00 -0.01 -0.05 0.046
H 1.27838 -4.51907 -0.64581 0.00 0.01 0.02 0.093
H -0.23969 -3.67981 -1.02282 0.00 0.00 0.00 0.085
N 3.66945 0.23117 0.85838 -0.15 0.00 -0.04 0.130
C 4.37418 -0.52221 1.83075 0.05 -0.01 0.03 -0.274
C 4.31279 -0.15082 3.16796 0.00 -0.01 -0.01 -0.022
C 4.93920 -0.92803 4.12834 0.00 0.00 0.01 -0.087
C 5.62648 -2.07815 3.76615 0.00 0.01 0.00 -0.107
C 5.67588 -2.44728 2.43053 0.00 -0.01 0.00 -0.089
C 5.05321 -1.67518 1.46397 0.00 0.01 0.00 -0.029
H 3.59728 1.21908 1.07255 0.05 0.01 0.00 0.119
H 4.00709 0.10126 -0.08705 0.03 0.00 0.00 0.120
H 3.74851 0.72978 3.45223 0.00 0.00 0.00 0.106
H 4.87713 -0.63701 5.16974 0.00 0.00 0.00 0.098
H 6.10321 -2.69048 4.52053 0.00 0.00 0.00 0.092
H 6.18631 -3.35567 2.13668 0.00 0.00 0.00 0.100
H 5.06186 -1.98391 0.42507 0.00 0.00 0.00 0.111
Br -1.37339 -1.09155 0.58032 -0.05 0.01 0.01 0.930
C -1.30872 -2.32633 2.02289 -0.01 0.02 -0.01 -0.563
C -2.54907 -2.73514 2.50292 0.00 -0.02 0.00 -0.147
C -2.63331 -3.64216 3.54452 0.01 0.00 0.00 -0.098
C -1.47194 -4.16070 4.10008 -0.01 -0.01 0.00 -0.089
C -0.24502 -3.75969 3.60510 0.01 0.00 0.00 -0.023
C -0.13003 -2.82934 2.57188 0.00 0.00 0.05 -0.137
C 1.29408 -2.45235 2.17378 0.03 -0.04 -0.13 -0.577
O 2.18525 -3.26394 2.37601 -0.01 0.02 0.04 0.060
O 1.42273 -1.28176 1.68830 0.01 0.03 0.15 -0.043
H -3.44507 -2.33130 2.05158 0.00 0.00 0.00 0.087
H -3.60539 -3.94295 3.91539 0.00 0.00 0.00 0.097
H -1.52316 -4.87583 4.91150 0.00 0.00 0.00 0.095
H 0.67888 -4.15775 4.00322 0.00 0.00 0.00 0.115
```
Forces are in eV/Å.

HOMO level = -4.881 eV
Net charge = -1

Energy / eV: -103587.62576; -188824.55595
LUMO energy / eV: -4.25; 2.47